Record 1
73
Properties=species:S:1:pos:R:3:forces:R:3 method="wB97M-V/def2-TZVPD" molar_mass_g_mol=628.6 lumo_ev=-2.726 gap_ev=7.90 total_energy_ha=-4960.40702 largest_force_ha_per_bohr=0.0333 charge=+1
C 1.6050 -0.5547 5.4725 0.062 0.322 0.400
C 0.7894 0.7389 5.6027 0.132 -0.208 -0.305
C -0.4381 0.7982 4.6920 0.469 0.155 0.549
O -0.3896 2.0072 3.9111 -0.404 -0.482 -0.282
Si -1.6172 2.3653 2.8708 -1.015 0.876 -0.219
C -3.1768 1.3690 3.3026 1.067 0.412 -0.699
C -4.4190 1.7140 2.5427 0.745 -0.122 0.019
O -5.4750 1.7259 3.0401 -1.597 0.121 0.601
Br -4.3012 2.1816 0.6631 0.253 -0.039 -0.247
C -2.0127 4.1919 2.9324 0.439 -0.386 -0.474
C -1.5364 5.0329 1.7349 -0.006 0.512 -0.001
O -2.6551 5.5914 1.0447 0.082 -0.060 -0.095
C -0.5752 6.1260 2.1831 0.069 -0.322 -0.420
N 0.1142 6.7784 1.0577 -0.055 -0.214 0.201
O -1.1709 1.9311 1.3174 0.796 -0.289 0.919
Si 0.2732 1.2286 1.0536 -0.104 0.259 -1.228
F 0.4435 -0.1682 1.8021 -0.025 -0.338 0.303
C 0.4257 0.9195 -0.7634 -0.036 0.236 0.007
C 0.3909 2.0405 -1.6034 -0.001 -0.323 -0.310
C 0.4634 1.9111 -2.9894 -0.023 -0.204 0.712
C 0.5676 0.6415 -3.5429 -0.002 0.162 0.328
C 0.6124 -0.4774 -2.7162 -0.089 0.035 0.002
C 0.5402 -0.3497 -1.3307 0.039 0.461 -0.410
C 1.7572 2.3227 1.6183 0.108 -0.209 0.531
F 2.6707 2.3528 0.6132 0.152 -0.056 -0.298
F 1.3521 3.6123 1.8007 -0.216 0.222 0.009
C 2.4969 1.8455 2.9190 -0.460 0.242 -0.002
F 3.7927 1.6238 2.6557 0.381 -0.143 -0.070
F 2.4189 2.8060 3.8641 0.186 0.283 -0.008
H 2.6607 -0.3423 5.6012 0.233 0.007 0.014
H 1.4834 -1.0303 4.5050 -0.093 -0.131 -0.168
H 1.3450 -1.2517 6.2602 -0.144 -0.336 -0.047
H 1.4233 1.5860 5.3664 -0.093 0.143 0.008
H 0.4736 0.8754 6.6288 0.003 0.035 0.265
H -0.4687 -0.0760 4.0469 -0.041 -0.083 -0.202
H -1.3255 0.7959 5.3165 -0.337 0.060 -0.071
H -3.4112 1.5240 4.3477 -0.137 -0.205 0.304
H -2.9430 0.3227 3.1175 -0.088 -0.258 0.050
H -1.5965 4.6027 3.8477 -0.099 0.045 0.305
H -3.0937 4.2826 2.9604 -0.241 0.050 0.161
H -1.0068 4.4471 0.9877 -0.005 -0.363 -0.034
H -2.7030 6.5250 1.2682 -0.099 0.098 -0.013
H -1.1584 6.8570 2.7450 0.027 0.148 0.233
H 0.1449 5.6583 2.8502 0.081 0.074 0.231
H 1.1105 6.7068 1.2125 0.078 0.186 -0.055
H -0.0624 6.2525 0.2105 -0.098 0.084 -0.111
H 0.2976 3.0304 -1.1795 -0.003 0.129 0.068
H 0.4320 2.8015 -3.5937 -0.002 0.050 -0.241
H 0.6087 0.5474 -4.6155 0.033 -0.161 -0.173
H 0.6843 -1.4562 -3.1696 0.036 -0.124 -0.023
H 0.5715 -1.2180 -0.6931 0.013 -0.206 0.068
H 2.0566 0.9451 3.3377 0.027 -0.178 -0.097
C 0.9864 -4.8336 -3.2364 0.102 -0.155 0.093
N 0.5348 -5.8809 -4.2143 0.023 0.060 0.031
C -0.3040 -6.8726 -3.4731 0.002 -0.016 -0.077
C 1.7261 -6.5784 -4.7783 -0.022 0.021 -0.002
C -0.3289 -5.3021 -5.3141 -0.045 0.065 0.048
C 0.3343 -4.3310 -6.2600 0.239 0.275 -0.011
O 0.7772 -3.1911 -5.5413 -0.009 -0.156 -0.021
H 1.3678 -5.3459 -2.3555 -0.030 -0.018 -0.006
H 1.7726 -4.2391 -3.6820 -0.083 0.122 -0.073
H 0.1365 -4.2125 -2.9716 0.001 0.052 -0.006
H 0.2987 -7.3162 -2.6860 -0.008 -0.012 0.022
H -0.6368 -7.6400 -4.1672 -0.021 -0.015 0.018
H -1.1581 -6.3542 -3.0458 -0.018 -0.014 0.016
H 2.3716 -5.8506 -5.2590 0.013 0.004 -0.011
H 1.3902 -7.3231 -5.4959 0.020 -0.023 0.000
H 2.2604 -7.0571 -3.9621 0.016 -0.016 0.000
H -1.1683 -4.8236 -4.8107 -0.008 0.018 -0.010
H -0.6971 -6.1528 -5.8860 -0.042 -0.005 -0.005
H -0.4184 -4.0426 -6.9985 -0.070 -0.167 -0.016
H 1.1645 -4.7968 -6.8000 -0.050 -0.067 -0.012
H 1.1211 -2.5474 -6.1694 -0.008 0.077 0.039



Record 2
71
Properties=species:S:1:pos:R:3:forces:R:3 method="wB97M-V/def2-TZVPD" molar_mass_g_mol=683.6 lumo_ev=0.080 gap_ev=8.88 total_energy_ha=-3503.21429 largest_force_ha_per_bohr=0.1148 charge=0
C -0.4510 2.8130 2.0085 0.584 -0.028 -0.464
C -0.4192 3.0624 0.4182 0.632 0.524 0.636
C 1.0478 2.6140 -0.1123 -0.149 1.289 -0.473
C 1.0858 2.3251 -1.6881 -0.244 2.035 0.043
O 0.3486 1.1601 -2.1173 2.213 -1.062 0.701
Si 1.0743 -0.3418 -1.6890 -1.939 -0.249 2.096
C -0.0539 -1.0392 -0.2697 0.528 0.907 0.681
C -1.6176 -0.9830 -0.6229 0.014 -1.301 0.436
C -2.5138 -0.1324 0.4047 -1.183 -1.407 -1.152
C -4.0058 -0.7926 0.3955 0.020 2.582 -0.700
C -4.9610 0.2842 1.1465 0.319 -0.564 0.688
C -4.7915 0.0396 2.7463 -0.250 0.100 -0.841
C -6.1483 0.3029 3.5670 0.950 0.682 -0.243
S -6.6978 -1.1818 4.5711 1.216 0.749 1.376
C -5.6102 -1.1477 6.0805 1.493 -1.254 2.349
N -5.2864 -2.2260 6.9621 -1.067 3.741 -3.369
N -4.4353 -1.7550 7.9224 -0.156 5.570 -1.953
C -4.2563 -0.3802 7.6481 -0.508 -3.509 0.504
O -4.9713 0.0676 6.5070 0.274 -3.582 1.578
C 0.8337 -1.5388 -3.1614 -1.155 -0.695 -1.853
C 0.0569 -2.8859 -2.8280 1.062 -1.915 2.403
O 0.3210 -3.6958 -1.9330 -0.670 3.103 -3.175
Cl -1.3700 -3.3320 -3.9273 1.105 0.690 0.639
O 2.6467 -0.2710 -0.9981 -0.188 0.190 -2.960
Si 3.9592 -0.2257 -2.0997 1.673 -0.499 1.505
I 3.4817 0.7006 -4.3356 -0.178 -0.040 0.232
C 4.7995 -1.9504 -2.4025 -0.136 -0.316 1.123
C 3.7902 -3.1899 -2.3315 1.125 -0.419 -1.191
C 3.6809 -3.8488 -3.7845 0.382 -0.153 -0.375
Cl 4.6342 -4.4769 -1.2682 -0.746 0.580 -0.403
C 5.3707 0.8227 -1.2732 -1.372 3.015 -0.144
C 4.8433 2.4496 -1.2187 2.125 1.253 -2.369
C 5.2253 3.3316 -2.5975 3.032 0.876 4.740
O 5.9397 3.4791 -1.1602 -3.183 -2.899 0.522
H 0.1245 1.8391 2.2020 -1.197 1.216 -0.004
H -1.5076 2.7858 2.4307 1.436 -0.051 -0.501
H 0.1560 3.6346 2.5444 -1.044 -1.187 -0.848
H -1.2714 2.5745 -0.1529 1.214 0.279 0.860
H -0.5533 4.1998 0.2711 0.297 -1.760 -0.051
H 1.5131 1.8031 0.5359 -0.744 0.746 -0.967
H 1.7049 3.5536 0.0439 -0.775 -1.487 -0.260
H 2.1510 2.3685 -2.1327 -1.537 -0.354 0.843
H 0.5511 3.2292 -2.1726 0.761 -1.408 0.682
H 0.3167 -2.0629 0.0919 -0.713 1.403 -0.630
H 0.1355 -0.3206 0.6178 -0.253 -1.030 -1.237
H -1.7974 -0.6916 -1.7263 0.128 -0.103 1.799
H -2.0057 -2.0692 -0.5470 0.589 1.599 -0.210
H -2.1610 -0.1847 1.4842 0.018 0.343 -1.505
H -2.6506 0.9175 -0.0084 0.416 -1.183 0.940
H -4.0278 -1.8210 0.8772 -0.070 1.321 -0.727
H -4.3460 -0.7903 -0.7052 0.544 -0.515 1.610
H -6.0533 0.2136 0.8156 1.428 -0.183 0.536
H -4.6301 1.3619 0.9047 -0.437 -1.711 0.207
H -3.9715 0.7561 3.0848 -1.060 -1.126 -0.120
H -4.4392 -1.0482 2.8746 -0.558 1.725 0.070
H -6.9974 0.5430 2.8252 1.128 -0.593 1.401
H -5.9968 1.1993 4.2571 -0.477 -1.284 -0.871
H -3.5768 0.2684 8.2959 -1.347 -0.698 -1.513
H 1.7757 -1.8337 -3.7288 -1.159 0.252 0.765
H 0.1765 -0.9822 -3.9323 1.114 -0.772 1.141
H 5.5229 -2.0679 -1.5089 -1.120 0.338 -1.298
H 5.4667 -1.9408 -3.3307 -1.153 -0.124 1.118
H 2.7999 -2.9895 -1.8166 1.325 -0.235 -0.723
H 3.5553 -3.0562 -4.6131 -0.060 -1.049 1.374
H 4.6810 -4.3693 -4.0263 -1.478 0.883 0.526
H 2.8795 -4.6535 -3.8828 0.910 1.222 0.306
H 6.2883 0.8436 -1.9439 -1.005 -0.188 1.087
H 5.5670 0.5212 -0.1949 -0.073 0.190 -1.457
H 3.7972 2.6781 -0.6929 2.629 -0.336 -1.123
H 6.2612 3.0790 -3.0318 -2.468 -0.203 -0.636
H 5.0118 4.4545 -2.5678 -0.827 -1.929 -1.173



Record 3
70
Properties=species:S:1:pos:R:3:forces:R:3 method="wB97M-V/def2-TZVPD" molar_mass_g_mol=503.7 lumo_ev=0.412 gap_ev=9.96 smiles="O=S1(=O)CCCC1.O=S1(=O)CCCC1.CC(C)=O.CC#N.CC#N.CC#N.CC#N.CC#N" total_energy_ha=-2268.63481 largest_force_ha_per_bohr=0.0340 charge=0
C -1.1632 2.7639 0.3681 1.105 1.222 0.050
C -0.7237 1.9084 -0.7798 -0.696 -0.481 -0.829
O -0.1875 2.3925 -1.7571 0.313 -0.480 0.118
C -1.1298 0.4460 -0.7708 -0.723 0.352 0.851
H -0.8776 3.7906 0.1108 -0.744 -0.328 -0.042
H -0.5635 2.6684 1.2792 -0.353 -0.825 0.117
H -2.2280 2.6810 0.5698 0.048 -0.219 0.136
H -0.2654 -0.2012 -0.6376 -0.032 -0.070 -0.087
H -1.7038 0.1562 -1.6499 0.468 0.184 -0.379
H -1.8445 0.3381 0.0499 0.334 -0.380 0.210
C -5.4497 -0.5547 -1.2698 -1.131 -1.289 -0.334
C -4.9879 0.6878 -0.7104 0.194 0.165 0.095
N -4.6678 1.6864 -0.2465 0.136 0.080 -0.031
H -4.7679 -1.4031 -1.2367 0.490 0.419 0.113
H -5.8081 -0.4703 -2.2966 0.298 0.372 -0.039
H -6.3305 -0.9185 -0.7294 0.094 0.307 0.203
C 3.1960 0.5154 -3.6996 -1.089 -1.272 0.143
C 2.2058 -0.4468 -3.1446 0.403 0.334 0.001
N 1.4768 -1.1732 -2.6362 0.060 0.182 -0.142
H 2.6409 1.2379 -4.2902 0.191 0.364 0.193
H 3.8510 -0.0433 -4.3636 0.225 0.096 0.089
H 3.7202 0.9123 -2.8379 0.197 0.403 -0.228
C 0.1589 5.2278 -1.4214 0.652 0.630 -0.803
C 0.1799 5.7580 -0.0745 0.071 -0.074 -0.350
N 0.2162 6.0969 1.0175 0.085 0.220 0.556
H -0.8342 5.2537 -1.8642 -0.101 -0.234 0.287
H 0.5830 4.2248 -1.4436 -0.300 0.167 0.003
H 0.7648 5.8552 -2.0807 0.073 0.119 0.195
C -3.4543 5.4284 0.5150 -0.048 0.111 -0.509
C -2.8436 6.5003 -0.2746 -0.053 -0.047 0.591
N -2.3771 7.3159 -0.9307 0.011 0.146 -0.186
H -4.5062 5.6721 0.6551 -0.060 -0.231 -0.116
H -3.0155 5.2648 1.4954 0.343 0.235 -0.077
H -3.3234 4.5298 -0.0907 -0.396 -0.121 0.264
C 2.0480 4.7271 3.2865 0.192 -0.204 0.079
C 0.7939 4.0355 3.5011 0.031 -0.271 0.112
N -0.1977 3.4882 3.6709 -0.280 -0.128 0.027
H 1.8433 5.7818 3.4605 0.389 0.072 -0.349
H 2.4036 4.4932 2.2842 -0.146 0.489 -0.132
H 2.8248 4.3595 3.9576 -0.207 0.082 0.248
C -0.3807 -5.0575 -1.2457 0.340 -0.725 0.338
C 0.1701 -6.3322 -1.9597 -0.160 1.159 0.603
C 1.6767 -6.1957 -1.8141 0.012 -0.019 -0.831
S 2.0516 -4.4509 -2.1755 -0.045 -0.434 1.532
O 2.3693 -4.2695 -3.5585 0.114 -0.025 -0.523
O 2.9931 -4.0194 -1.1525 -0.558 0.152 -0.480
C 0.3706 -3.8609 -1.8420 -0.675 -0.557 -0.060
H -0.1986 -5.1079 -0.1691 0.012 -0.083 -0.001
H -1.4607 -5.0270 -1.3805 0.010 0.416 -0.054
H -0.2016 -6.2459 -2.9811 0.356 -0.437 -0.203
H -0.1797 -7.2489 -1.4925 -0.146 -0.036 -0.100
H 2.2675 -6.7928 -2.5082 0.011 -0.006 0.042
H 1.9673 -6.4087 -0.7885 0.153 0.153 0.020
H -0.1138 -3.6270 -2.7879 0.416 0.324 -0.149
H 0.4028 -2.9867 -1.2067 0.070 0.068 -0.010
C 2.4155 -2.4393 3.7032 0.530 -0.308 0.438
C 2.6585 -2.1406 2.2157 0.121 -0.117 0.614
C 1.3888 -1.4959 1.6641 0.165 0.258 -1.000
S 0.0066 -1.9581 2.7668 0.835 -0.107 -0.909
O -0.9467 -2.6944 1.9533 0.129 0.341 0.665
O -0.3924 -0.8457 3.5968 -0.074 -0.360 -0.317
C 1.0306 -3.0575 3.7779 -0.207 0.705 -0.352
H 2.5824 -1.5786 4.3523 -0.411 0.143 -0.126
H 3.1285 -3.1955 4.0430 0.050 0.094 -0.015
H 2.8860 -3.0971 1.7418 -0.189 0.129 -0.320
H 3.5462 -1.5186 2.1140 -0.120 0.118 -0.204
H 1.1487 -1.8427 0.6566 -0.124 -0.435 0.217
H 1.4947 -0.4241 1.4857 -0.228 0.129 0.797
H 1.1276 -4.0117 3.2617 -0.629 -0.203 0.266
H 0.5347 -3.0560 4.7454 0.195 -0.429 0.070